(1)
Computed, not measured: a structure of composition C26H43LuN6 in a non-equilibrium geometry, with the ωB97M-V functional and the def2-TZVPD basis.

Element x y z (Å)
Lu1 0.807 -0.116 0.093
N1 0.706 1.301 -1.995
C1 1.832 1.857 -2.797
C2 3.039 0.965 -2.522
N2 3.313 0.964 -1.084
C3 4.468 0.057 -0.755
C4 4.469 -0.575 0.651
N3 3.090 -1.032 0.939
C5 3.567 2.363 -0.583
C6 2.447 2.868 0.321
N4 1.844 1.803 1.129
H1 -0.044 1.022 -2.590
H2 0.270 1.992 -1.424
H3 2.053 2.885 -2.544
H4 1.470 1.814 -3.855
H5 3.920 1.342 -3.130
H6 2.851 -0.034 -2.915
H7 5.416 0.535 -1.004
H8 4.402 -0.770 -1.425
H9 4.761 0.135 1.476
H10 5.201 -1.391 0.620
H11 2.868 -1.274 1.922
H12 2.879 -1.907 0.386
H13 3.775 3.061 -1.452
H14 4.466 2.317 0.018
H15 1.676 3.422 -0.180
H16 2.919 3.644 0.970
H17 1.187 2.289 1.677
H18 2.537 1.328 1.684
C7 1.167 -1.978 -1.388
H19 1.171 -2.955 -0.879
H20 2.115 -1.730 -1.970
H21 0.317 -2.038 -2.117
C8 -3.080 -3.883 -0.585
C9 -2.700 -2.586 -1.275
C10 -2.937 -2.412 -2.626
C11 -2.673 -1.171 -3.235
C12 -2.955 -1.026 -4.708
C13 -2.252 -0.038 -2.470
C14 -1.968 -0.273 -1.077
C15 -2.230 -1.532 -0.565
N5 -1.358 0.660 -0.210
C16 -2.239 1.483 0.594
C17 -1.549 2.716 1.130
C18 -3.448 1.993 -0.252
C19 -2.678 0.756 1.783
H22 -3.042 -3.767 0.510
H23 -2.557 -4.799 -0.926
H24 -4.149 -3.975 -0.774
H25 -3.317 -3.210 -3.202
H26 -3.736 -0.231 -4.922
H27 -3.335 -1.910 -5.180
H28 -2.036 -0.695 -5.222
H29 -2.058 0.864 -2.910
H30 -2.254 -1.656 0.546
H31 -1.218 3.367 0.285
H32 -0.720 2.387 1.743
H33 -2.242 3.235 1.788
H34 -3.065 2.498 -1.151
H35 -3.988 2.670 0.264
H36 -4.174 1.220 -0.562
H37 -1.899 0.373 2.464
H38 -3.266 -0.133 1.492
H39 -3.245 1.386 2.394
N6 -1.367 -1.883 7.532
C20 -1.133 -1.694 6.415
C21 -0.796 -1.364 5.046
C22 -0.755 -2.318 3.989
C23 -0.235 -2.010 2.729
C24 0.403 -0.807 2.442
C25 0.418 0.039 3.557
C26 -0.069 -0.187 4.846
H40 -1.313 -3.196 4.118
H41 -0.293 -2.805 1.971
H42 0.603 1.099 3.405
H43 -0.056 0.650 5.532

Relative energy (zero: lowest compared OMol25 entry of this formula, charge and spin), kJ/mol: 28.61
DFT total energy, eV: -70219.559
Frontier orbital gap, eV: 7.2622
HOMO level, eV: -7.15


(2)
Computed, not measured: an isolated molecule of C17H21N3O3S in a non-equilibrium geometry, with the ωB97M-V functional and the def2-TZVPD basis.

Element x y z (Å)
C1 -6.004 -0.924 1.574
C2 -5.057 -0.289 0.601
C3 -5.431 0.810 -0.155
C4 -4.537 1.383 -1.045
C5 -3.265 0.869 -1.186
C6 -2.878 -0.235 -0.428
O1 -1.594 -0.668 -0.633
C7 -1.139 -1.789 0.095
C8 0.271 -2.029 -0.303
N1 0.754 -3.017 -0.978
N2 2.081 -2.824 -1.086
C9 2.342 -1.715 -0.466
S1 3.879 -0.937 -0.331
C10 3.717 -0.140 1.313
C11 2.424 0.628 1.582
O2 1.709 0.258 2.497
N3 2.159 1.711 0.836
C12 2.930 2.226 -0.272
C13 2.125 2.119 -1.569
C14 0.800 2.863 -1.422
C15 0.040 2.323 -0.213
C16 0.910 2.422 1.038
O3 1.233 -1.148 0.051
C17 -3.773 -0.809 0.460
H1 -6.993 -0.479 1.501
H2 -6.087 -1.993 1.384
H3 -5.641 -0.794 2.593
H4 -6.425 1.220 -0.052
H5 -4.835 2.237 -1.634
H6 -2.557 1.299 -1.877
H7 -1.721 -2.686 -0.143
H8 -1.173 -1.587 1.176
H9 3.785 -0.929 2.063
H10 4.590 0.508 1.396
H11 3.875 1.696 -0.372
H12 3.147 3.283 -0.069
H13 2.710 2.533 -2.392
H14 1.931 1.068 -1.788
H15 0.202 2.743 -2.326
H16 0.995 3.930 -1.287
H17 -0.883 2.883 -0.057
H18 -0.223 1.279 -0.385
H19 0.409 1.978 1.899
H20 1.138 3.472 1.257
H21 -3.497 -1.666 1.054

Relative energy (zero: lowest compared OMol25 entry of this formula, charge and spin), kJ/mol: 260.55
DFT total energy, eV: -39417.466
Frontier orbital gap, eV: 9.3001
HOMO level, eV: -8.77
SMILES: Cc1cccc(OCc2nnc(SCC(=O)N3CCCCC3)o2)c1


(3)
Computed, not measured: a cluster of 8 separate species, C28H57N9O8S in total in a non-equilibrium geometry, with the ωB97M-V functional and the def2-TZVPD basis.

Element x y z (Å)
C1 1.763 0.699 -0.722
C2 0.678 0.088 -1.208
C3 -0.173 0.708 -2.272
C4 -1.604 1.043 -1.781
S1 -2.601 1.582 -3.243
C5 -1.573 2.164 -0.840
N1 -1.550 3.045 -0.106
C6 -2.341 -0.181 -1.168
O1 -1.828 -0.592 0.075
C7 -3.798 0.071 -1.039
N2 -4.940 0.161 -1.018
H1 2.346 1.378 -1.337
H2 2.101 0.540 0.297
H3 0.418 -0.907 -0.877
H4 -0.294 0.081 -3.158
H5 0.290 1.645 -2.593
H6 -1.959 2.745 -3.410
H7 -2.191 -1.019 -1.855
H8 -1.865 0.140 0.704
C8 -0.134 6.023 2.384
N3 1.111 5.681 1.729
C9 2.331 6.372 2.102
C10 1.167 4.731 0.773
O2 2.193 4.408 0.194
H9 -0.379 7.075 2.220
H10 -0.065 5.847 3.460
H11 -0.936 5.409 1.979
H12 2.758 6.886 1.240
H13 3.074 5.663 2.472
H14 2.108 7.099 2.879
H15 0.195 4.270 0.561
C11 -0.143 -5.521 -0.972
N4 0.111 -4.572 -2.037
C12 0.757 -5.008 -3.262
C13 -0.227 -3.286 -1.895
O3 -0.038 -2.396 -2.708
H16 0.789 -5.962 -0.612
H17 -0.795 -6.326 -1.318
H18 -0.626 -5.009 -0.141
H19 1.690 -4.464 -3.412
H20 0.113 -4.815 -4.121
H21 0.966 -6.073 -3.194
H22 -0.687 -3.073 -0.913
C14 3.545 -1.177 3.691
N5 2.381 -1.463 2.882
C15 1.065 -1.037 3.339
C16 2.465 -2.114 1.712
O4 1.511 -2.414 1.013
H23 3.453 -1.646 4.673
H24 3.663 -0.101 3.830
H25 4.437 -1.564 3.201
H26 0.398 -1.893 3.417
H27 0.634 -0.341 2.616
H28 1.160 -0.546 4.305
H29 3.500 -2.377 1.433
C17 -3.416 -3.667 0.961
N6 -2.918 -3.609 2.319
C18 -3.830 -3.853 3.424
C19 -1.633 -3.328 2.597
O5 -1.175 -3.249 3.727
H30 -4.207 -2.929 0.810
H31 -3.817 -4.659 0.740
H32 -2.606 -3.453 0.266
H33 -3.875 -2.983 4.079
H34 -3.490 -4.703 4.017
H35 -4.821 -4.061 3.028
H36 -1.010 -3.156 1.702
C20 -7.553 1.860 -2.502
N7 -7.633 2.043 -3.937
C21 -8.530 3.044 -4.485
C22 -6.893 1.309 -4.791
O6 -6.922 1.426 -6.002
H37 -8.527 1.577 -2.096
H38 -7.228 2.784 -2.018
H39 -6.835 1.078 -2.269
H40 -9.260 2.580 -5.149
H41 -7.972 3.779 -5.066
H42 -9.047 3.543 -3.669
H43 -6.243 0.579 -4.280
C23 4.346 -5.462 3.068
N8 3.288 -6.028 2.259
C24 1.903 -5.729 2.592
C25 3.542 -6.820 1.199
O7 2.683 -7.319 0.495
H44 4.257 -5.793 4.105
H45 4.303 -4.370 3.047
H46 5.312 -5.781 2.682
H47 1.357 -6.648 2.805
H48 1.413 -5.226 1.757
H49 1.874 -5.080 3.464
H50 4.619 -6.973 1.017
C26 4.804 5.568 -0.937
N9 5.565 6.723 -1.377
C27 5.752 6.953 -2.798
C28 6.109 7.598 -0.512
O8 6.751 8.580 -0.831
H51 5.279 4.647 -1.285
H52 3.788 5.604 -1.325
H53 4.752 5.543 0.148
H54 6.814 6.961 -3.047
H55 5.335 7.919 -3.086
H56 5.254 6.163 -3.355
H57 5.912 7.337 0.543

DFT total energy, eV: -70584.985
Frontier orbital gap, eV: 9.3198
HOMO level, eV: -8.98
SMILES: C=CC[C@](S)(C#N)[C@@H](O)C#N.CN(C)C=O.CN(C)C=O.CN(C)C=O.CN(C)C=O.CN(C)C=O.CN(C)C=O.CN(C)C=O


(4)
Computed, not measured: a cluster of 2 separate species, C4H8F3OP in total in a non-equilibrium geometry, with the ωB97M-V functional and the def2-TZVPD basis.

Element x y z (Å)
C1 1.607 1.034 0.403
C2 -1.328 -2.019 -0.058
C3 0.285 0.365 0.166
C4 -0.995 1.413 0.189
O1 0.388 0.059 -1.741
F1 -0.705 2.573 -0.272
F2 -2.059 1.069 -0.442
F3 -1.238 1.502 1.475
P1 -0.071 -1.281 1.081
H1 1.831 1.589 -0.548
H2 1.599 1.781 1.320
H3 2.525 0.452 0.618
H4 -2.303 -1.989 0.309
H5 -0.902 -3.087 -0.024
H6 -1.020 -1.525 -0.965
H7 1.328 -0.063 -1.916
H8 1.056 -1.872 0.406

Relative energy (zero: lowest compared OMol25 entry of this formula, charge and spin), kJ/mol: 0.00
DFT total energy, eV: -23760.022
Expectation value of S²: 2.011
Frontier orbital gap (spin up / spin down), eV: 6.8657 / 6.1536
HOMO level (spin up / spin down), eV: -6.22 / -9.33
2S+1: 3


(5)
Computed, not measured: an isolated molecule of C3H3NO in a non-equilibrium geometry, with the ωB97M-V functional and the def2-TZVPD basis.

Element x y z (Å)
O1 1.307 -0.891 -1.305
C1 0.786 -0.651 -0.246
C2 -0.055 0.612 -0.028
C3 -1.905 -0.515 0.614
N1 -1.223 0.427 0.861
H1 0.924 -1.309 0.636
H2 -0.382 0.972 -1.008
H3 0.547 1.355 0.477

Relative energy (zero: lowest compared OMol25 entry of this formula, charge and spin), kJ/mol: 186.34
DFT total energy, eV: -6694.561
Frontier orbital gap, eV: 10.8600
HOMO level, eV: -10.60


(6)
Computed, not measured: a structure of composition C25H30AsClCuN3O4, with the ωB97M-V functional and the def2-TZVPD basis.

Element x y z (Å)
Cu1 -1.046 0.436 -0.217
C1 0.291 3.978 -0.175
As1 -0.208 2.441 0.884
C2 -1.485 3.242 2.119
C3 1.369 2.096 1.961
H1 0.623 4.767 0.500
H2 -0.569 4.334 -0.740
H3 1.089 3.684 -0.850
H4 -0.972 3.786 2.910
H5 -2.127 2.481 2.558
H6 -2.106 3.944 1.563
H7 1.296 2.601 2.922
H8 2.236 2.464 1.416
H9 1.478 1.022 2.101
C4 0.468 -4.100 -2.100
C5 -0.602 -3.320 -2.868
C6 -1.057 -2.159 -2.107
N1 -1.367 -1.220 -1.531
H10 0.807 -4.939 -2.704
H11 0.072 -4.488 -1.163
H12 1.323 -3.463 -1.878
H13 -1.472 -3.934 -3.101
H14 -0.213 -2.938 -3.814
Cl1 -1.608 3.759 -4.548
C7 -2.449 2.939 -3.289
C8 -3.830 2.988 -3.201
C9 -4.448 2.305 -2.166
C10 -3.668 1.606 -1.263
N2 -2.337 1.576 -1.352
C11 -1.727 2.223 -2.349
H15 -4.401 3.549 -3.929
H16 -5.523 2.312 -2.058
H17 -4.109 1.060 -0.438
H18 -0.644 2.151 -2.392
O1 1.373 1.248 -1.375
C12 1.612 0.233 -0.706
O2 0.701 -0.395 -0.046
C13 2.991 -0.333 -0.634
C14 3.267 -1.433 0.167
C15 4.555 -1.968 0.253
C16 5.527 -1.352 -0.495
O3 6.844 -1.677 -0.587
C17 7.433 -0.729 -1.484
O4 6.399 0.152 -1.926
C18 5.256 -0.253 -1.298
C19 4.002 0.284 -1.392
H19 2.461 -1.874 0.738
H20 4.783 -2.821 0.876
H21 7.849 -1.258 -2.341
H22 8.194 -0.157 -0.951
H23 3.777 1.138 -2.014
C20 -3.580 -2.975 4.688
C21 -3.056 -2.129 3.568
C22 -2.082 -1.158 3.777
C23 -1.612 -0.418 2.708
N3 -2.047 -0.577 1.457
C24 -2.982 -1.511 1.251
C25 -3.508 -2.292 2.261
H24 -3.298 -2.571 5.658
H25 -3.170 -3.984 4.611
H26 -4.665 -3.056 4.646
H27 -1.685 -0.978 4.767
H28 -0.839 0.324 2.868
H29 -3.319 -1.634 0.229
H30 -4.267 -3.027 2.025

Relative energy (zero: lowest compared OMol25 entry of this formula, charge and spin), kJ/mol: 0.00
DFT total energy, eV: -157068.328
Expectation value of S²: 0.754
Frontier orbital gap (spin up / spin down), eV: 7.6091 / 6.6542
HOMO level (spin up / spin down), eV: -10.00 / -10.00
Total charge: +1
2S+1: 2


(7)
Computed, not measured: a cluster of 2 separate species, C27H28BN2O in total in a non-equilibrium geometry, with the ωB97M-V functional and the def2-TZVPD basis.

Element x y z (Å)
C1 6.111 -1.183 3.888
O1 5.101 -0.987 4.845
C2 3.825 -0.736 4.320
C3 2.795 -0.526 5.242
C4 1.519 -0.272 4.816
N1 1.246 -0.223 3.495
B1 -0.133 0.059 2.968
H1 -0.128 0.098 1.793
C5 2.212 -0.424 2.578
C6 3.502 -0.679 2.961
H2 7.066 -1.367 4.389
H3 5.855 -2.044 3.274
H4 6.194 -0.289 3.273
H5 3.034 -0.569 6.290
H6 0.724 -0.110 5.526
H7 -0.879 -0.787 3.297
H8 -0.520 1.098 3.357
H9 1.934 -0.378 1.540
H10 4.249 -0.833 2.203
C7 -6.802 0.722 -0.953
N2 -5.744 0.907 -1.951
C8 -6.171 1.076 -3.346
C9 -4.383 0.816 -1.655
C10 -3.889 0.077 -0.558
C11 -2.547 -0.131 -0.394
C12 -1.611 0.436 -1.282
C13 -0.183 0.158 -1.233
C14 0.858 1.119 -1.481
C15 2.096 0.448 -1.605
C16 3.255 1.163 -1.909
C17 3.172 2.528 -2.088
C18 1.950 3.196 -1.962
C19 0.802 2.506 -1.656
C20 1.838 -0.972 -1.500
C21 0.447 -1.138 -1.281
C22 -0.114 -2.421 -1.340
C23 0.699 -3.499 -1.595
C24 2.073 -3.330 -1.796
C25 2.651 -2.079 -1.746
C26 -2.108 1.263 -2.309
C27 -3.446 1.429 -2.507
H11 -6.480 1.092 0.020
H12 -7.703 1.271 -1.237
H13 -7.055 -0.334 -0.868
H14 -5.595 0.400 -3.982
H15 -7.229 0.841 -3.472
H16 -6.001 2.100 -3.687
H17 -4.580 -0.371 0.132
H18 -2.186 -0.727 0.425
H19 4.191 0.645 -2.034
H20 4.057 3.095 -2.335
H21 1.911 4.265 -2.088
H22 -0.144 3.009 -1.564
H23 -1.180 -2.536 -1.244
H24 0.274 -4.488 -1.657
H25 2.681 -4.189 -2.025
H26 3.697 -1.938 -1.969
H27 -1.415 1.715 -2.993
H28 -3.796 2.031 -3.329

Relative energy (zero: lowest compared OMol25 entry of this formula, charge and spin), kJ/mol: 0.00
DFT total energy, eV: -34150.072
Frontier orbital gap, eV: 5.3410
HOMO level, eV: -10.71
Total charge: +1


(8)
Computed, not measured: a structure of composition CH2Cl2S2 in a non-equilibrium geometry, with the ωB97M-V functional and the def2-TZVPD basis.

Element x y z (Å)
C1 -1.735 0.083 0.152
S1 -0.043 -2.713 -0.638
S2 0.486 -0.882 -0.119
Cl1 -2.636 -1.023 -0.792
Cl2 -1.750 1.634 -0.547
H1 -1.864 -0.268 1.161
H2 -0.384 -2.214 -1.860

Relative energy (zero: lowest compared OMol25 entry of this formula, charge and spin), kJ/mol: 135.13
DFT total energy, eV: -47782.902
Frontier orbital gap, eV: 8.1302
HOMO level, eV: -8.75


(9)
Computed, not measured: a structure of composition C3H5KO3 in a non-equilibrium geometry, with the ωB97M-V functional and the def2-TZVPD basis.

Element x y z (Å)
H1 1.182 -1.950 -0.961
O1 0.950 0.278 -0.973
C1 0.553 -1.008 -0.524
C2 0.155 1.249 -0.315
O2 -0.355 -1.638 -1.285
O3 -0.069 -0.751 0.792
C3 -0.017 0.641 1.067
H2 -0.816 1.383 -0.823
H3 0.691 2.206 -0.311
H4 -0.936 0.954 1.575
H5 0.846 0.861 1.713
K1 -2.184 -2.224 0.045

Relative energy (zero: lowest compared OMol25 entry of this formula, charge and spin), kJ/mol: 181.70
DFT total energy, eV: -25657.412
Frontier orbital gap, eV: 6.2951
HOMO level, eV: -6.89


(10)
Computed, not measured: a structure of composition C23H33CoN6O4S4, with the ωB97M-V functional and the def2-TZVPD basis.

Element x y z (Å)
Co1 0.353 -0.566 0.527
O1 0.792 1.382 4.189
C1 0.692 0.921 2.957
O2 1.086 -0.173 2.595
C2 0.063 1.863 1.980
C3 -0.285 3.180 2.176
C4 -0.754 3.890 1.065
C5 -0.837 3.276 -0.172
C6 -0.474 1.938 -0.273
N1 -0.054 1.278 0.789
C7 -0.433 1.097 -1.541
O3 -0.813 1.559 -2.591
O4 0.067 -0.084 -1.325
H1 1.241 0.720 4.740
H2 -0.181 3.641 3.147
H3 -1.030 4.930 1.174
H4 -1.163 3.800 -1.060
C8 -3.686 0.462 -4.101
C9 -3.929 -1.002 -3.730
S1 -2.972 -1.602 -2.310
C10 -4.215 -1.676 -1.009
C11 -4.803 -0.346 -0.557
S2 -3.544 0.874 -0.070
C12 -4.220 2.405 -0.767
C13 -3.919 2.641 -2.242
S3 -4.881 1.645 -3.414
H5 -3.761 0.569 -5.183
H6 -2.681 0.768 -3.812
H7 -3.630 -1.634 -4.569
H8 -4.987 -1.202 -3.553
H9 -3.713 -2.185 -0.184
H10 -5.035 -2.324 -1.328
H11 -5.478 -0.524 0.283
H12 -5.377 0.095 -1.369
H13 -3.765 3.206 -0.178
H14 -5.293 2.451 -0.574
H15 -2.860 2.492 -2.456
H16 -4.161 3.679 -2.481
N2 -1.353 -1.203 1.488
C14 -2.297 -1.509 2.080
N3 -3.368 -1.880 2.724
C15 -3.467 -3.260 3.244
C16 -4.236 -3.242 4.563
C17 -3.824 -2.022 5.381
C18 -4.290 -0.726 4.696
C19 -4.375 -0.908 3.179
H17 -2.452 -3.627 3.404
H18 -3.950 -3.899 2.500
H19 -4.029 -4.169 5.097
H20 -5.312 -3.223 4.377
H21 -2.734 -2.021 5.480
H22 -4.226 -2.080 6.392
H23 -3.614 0.095 4.942
H24 -5.278 -0.439 5.060
H25 -4.227 0.017 2.623
H26 -5.351 -1.303 2.892
C20 2.088 -4.731 3.501
C21 2.188 -5.261 2.078
C22 1.697 -4.280 1.062
N4 1.377 -3.067 1.314
N5 0.974 -2.375 0.198
C23 0.977 -3.093 -0.908
N6 0.625 -2.641 -2.109
S4 1.524 -4.709 -0.625
H27 2.466 -5.474 4.200
H28 1.054 -4.505 3.760
H29 2.666 -3.816 3.617
H30 1.623 -6.190 1.970
H31 3.226 -5.510 1.838
H32 0.254 -1.693 -2.178
H33 0.499 -3.284 -2.870

Relative energy (zero: lowest compared OMol25 entry of this formula, charge and spin), kJ/mol: 13.27
DFT total energy, eV: -122482.240
Expectation value of S²: 0.845
Frontier orbital gap (spin up / spin down), eV: 7.0036 / 6.9654
HOMO level (spin up / spin down), eV: -10.29 / -10.29
Total charge: +1
2S+1: 2